Below is an isolated molecule of C5H9NO4 at a distorted geometry, with properties calculated with wB97M-V/def2-TZVPD.

Each line ends with the Mulliken charge.
Cartesian coordinates (Å):
H  -0.410  2.303  -1.034  0.31
H  0.554  -3.108  -0.513  0.33
H  -1.267  -2.387  0.847  0.22
O  -2.669  1.018  -0.302  -0.47
O  0.890  1.135  -0.026  -0.34
C  -0.368  1.279  -0.645  -0.32
H  -3.356  0.696  0.299  0.35
C  1.286  -1.275  0.358  -0.48
H  -0.515  0.585  -1.489  0.24
N  -1.107  -1.858  -0.006  -0.45
C  0.254  -2.048  -0.496  -0.70
H  0.899  -1.152  1.380  0.35
H  -1.784  -2.163  -0.699  0.21
C  -1.503  1.082  0.343  0.67
H  0.284  -1.699  -1.538  0.40
H  2.214  -1.848  0.440  0.35
O  -1.394  1.209  1.541  -0.57
C  1.683  0.068  -0.208  0.44
O  2.674  0.226  -0.883  -0.54

highest occupied orbital energy	-9.98	eV
SMILES	NCCC(=O)OCC(=O)O
relative energy (zero: lowest compared OMol25 entry of this formula, charge and spin)	33.4	kcal per mole
frontier orbital gap	10.49	eV
strongest force on any atom	1.949	eV/A